2 unconnected molecules or ions with the total composition C4H11NO in a non-equilibrium geometry, computed with ωB97M-V/def2-TZVPD.

Output
spin multiplicity: 1
LUMO: 0.871 eV
total charge: 0
SMILES: C=CNCC.O
ΔE to the lowest compared entry with this formula, charge and spin: 71.9 kcal per mole
HOMO-LUMO gap: 9.14 eV

Geometry as XYZ:
```
17
Properties=species:S:1:pos:R:3:forces:R:3:mulliken_charge:R:1
C 0.3024 -2.2062 -1.1457 -1.8 0.7 -0.8 -0.71
C -0.3268 -1.5064 -0.1767 0.3 0.6 -0.9 -0.08
N -0.8242 -0.1940 -0.4624 1.2 -1.5 0.8 -0.26
C -1.1465 0.6075 0.6648 -0.4 0.9 0.9 -0.40
C -0.9384 2.1242 0.4743 -5.8 -2.0 3.1 -1.20
H 0.2195 -3.2970 -1.2940 0.8 0.7 0.6 0.29
H 0.2377 -1.5644 -2.0523 0.6 -1.1 0.1 0.18
H -0.4661 -1.8709 0.8579 -0.3 0.3 -0.7 0.28
H -0.4000 0.3705 -1.1987 0.0 -0.9 0.1 0.27
H -2.2036 0.6828 0.7639 -1.3 -0.9 0.4 0.29
H -0.8078 0.1776 1.6766 0.2 0.8 -1.6 0.28
H -0.0969 2.4876 0.1402 4.6 1.8 -1.7 0.45
H -1.8647 2.6136 0.0632 1.2 -0.6 -0.5 0.30
H -1.1432 2.3292 1.5242 0.8 1.2 0.3 0.32
O 2.5825 0.5861 0.4553 -0.5 2.2 -2.8 -0.64
H 2.1563 0.8316 -0.4465 1.2 -0.6 2.3 0.31
H 2.1343 -0.2060 0.6602 -0.8 -1.6 0.5 0.32
```
Positions in Å, forces in eV/Å.

***

A molecular structure, C26H39AlBBrCsF10N5O17S in a non-equilibrium geometry, computed with ωB97M-V/def2-TZVPD.

Output
spin multiplicity: 1
LUMO: -6.541 eV
total charge: 0
HOMO-LUMO gap: 0.86 eV

Geometry as XYZ:
```
102
Properties=species:S:1:pos:R:3:forces:R:3:mulliken_charge:R:1
C -1.4430 -0.7872 3.6145 1.1 0.1 -0.1 -0.11
C -1.4064 0.6769 4.2778 -3.2 0.3 2.5 0.46
O -2.5037 1.1567 4.6493 4.0 -1.2 -1.6 -0.59
O -0.2371 1.4884 4.5384 -0.7 -1.0 -3.1 -0.26
C 0.8096 1.3221 3.5626 1.1 0.4 1.0 -0.18
C 0.5345 2.0794 2.1425 1.7 -0.5 0.6 2.72
N -0.3743 3.2541 2.2189 -3.1 0.4 -1.8 0.67
C -1.6369 3.6250 1.5738 2.2 1.2 2.6 -0.21
N -2.3524 2.8997 0.6922 -2.2 3.2 0.3 0.31
C -3.6009 3.5374 0.1408 -1.1 0.3 0.6 -1.23
C -4.8033 3.6793 1.1843 -0.4 0.1 0.1 0.77
C -4.7222 2.7479 2.4782 -1.3 0.3 -0.2 -1.22
C -6.1746 3.4690 0.3433 1.1 1.0 0.2 -1.22
O -2.0195 1.6737 0.1942 -1.5 -3.5 0.6 -0.11
C -3.0688 0.6750 0.3744 -2.8 -2.2 0.7 0.43
N -3.9211 -0.1985 0.5006 5.4 5.2 -1.0 -0.46
N -2.0263 4.9324 2.0258 2.5 -0.9 1.2 -0.30
C -1.0345 5.4189 2.9303 -2.5 -4.5 -4.0 0.46
O -1.0714 6.6508 3.5663 0.0 -3.5 -0.9 -0.46
N -0.0860 4.3508 2.9886 1.1 5.1 3.2 0.03
C 1.0906 4.6007 3.8616 -0.3 -1.1 0.6 -0.59
S 2.6924 4.8056 2.8844 4.0 -0.1 3.8 0.99
O 3.6474 3.8075 3.4845 -2.8 1.7 -2.3 -0.55
O 3.2005 6.2193 3.0462 -2.0 -2.3 -1.6 -0.60
H -2.1159 -1.4982 4.2127 0.7 1.7 -0.8 0.44
H -0.4374 -1.3019 3.5613 -1.6 1.1 0.6 0.07
H -1.8142 -0.6771 2.5178 0.1 -0.1 1.7 -0.32
H 1.1264 0.2280 3.4106 -0.8 1.7 0.1 0.07
H 1.7452 1.8278 4.0066 -1.5 -0.8 -0.5 0.38
H 0.2475 1.2753 1.3865 -0.1 3.0 1.8 -3.19
H 1.5653 2.4787 1.8034 -1.5 -0.7 0.3 0.29
H -3.9872 3.0357 -0.8056 1.2 0.2 1.2 0.45
H -3.3001 4.6371 -0.1851 -0.5 0.0 -0.7 0.53
H -4.8388 4.7748 1.5310 0.3 -1.6 -0.6 0.31
H -4.9606 1.6646 2.1797 0.7 1.4 0.6 0.14
H -5.5854 3.0726 3.1708 1.3 -0.5 -1.0 0.43
H -3.7749 2.8516 3.0967 -1.1 -0.3 -0.9 0.21
H -6.0037 4.0246 -0.6514 -0.4 -1.0 1.4 0.32
H -6.4035 2.3689 0.1695 0.2 1.4 0.3 0.27
H -6.9963 4.0351 0.8893 0.8 -1.1 -0.7 0.35
H -2.0189 6.7819 3.8297 0.8 0.0 -0.5 0.41
H 1.0018 5.5685 4.4679 -0.3 -1.2 -1.3 0.43
H 1.1904 3.7642 4.6483 0.3 1.1 -1.5 0.36
H 2.4229 4.5330 1.5253 -0.1 0.3 0.9 0.21
O 0.7654 -1.4039 2.0379 1.8 -1.9 2.2 -0.72
C 1.3339 -2.4711 1.8995 0.8 -1.0 1.1 0.84
O 1.3860 -3.4277 2.8429 -0.6 1.6 -0.7 -0.29
C 2.2250 -4.5040 2.3925 0.4 -0.8 0.0 -0.62
C 2.2400 -4.3882 0.8903 0.2 -0.3 -0.5 -0.37
C 2.1105 -2.8941 0.6822 -0.1 -0.4 -0.1 -0.36
H 3.2182 -4.3777 2.8309 -0.1 0.1 0.0 0.31
H 1.8116 -5.4565 2.7247 -0.1 0.3 0.2 0.34
H 3.1300 -4.8212 0.4325 -0.2 0.0 0.1 0.27
H 1.3654 -4.8949 0.4698 0.1 0.0 0.0 0.27
H 3.0834 -2.3956 0.6887 -0.1 0.1 -0.1 0.26
H 1.5630 -2.6627 -0.2341 0.3 0.2 0.0 0.02
B 3.0152 -4.6367 -4.1286 1.8 -0.2 -1.6 0.67
O 2.1181 -5.8012 -4.2133 -0.2 0.5 0.4 -0.53
C 2.2587 -6.4966 -3.0798 -1.8 -2.1 -1.3 0.51
O 1.6637 -7.5108 -2.8266 0.2 0.7 0.1 -0.61
C 3.2364 -5.8273 -2.2166 2.2 0.9 1.8 0.92
O 3.5894 -6.1941 -1.1234 -0.4 0.1 -0.5 -0.75
O 3.6881 -4.7305 -2.8229 -0.7 -0.1 0.1 -0.53
F 2.2480 -3.4161 -4.2013 -0.9 0.1 0.3 -0.44
F 3.9764 -4.6749 -5.1819 -1.4 0.4 1.1 -0.30
Cs -0.1076 -0.4332 0.1310 -1.5 0.1 -4.0 1.11
F -3.3890 5.8522 -0.9806 0.4 -0.3 0.4 -0.94
Al -0.4074 -3.0363 -3.4793 1.0 -0.5 -0.6 1.07
C 5.4337 -11.7991 -4.2310 0.4 0.0 0.0 -1.16
C 4.3533 -10.7334 -4.1841 -0.3 -0.3 -0.4 0.04
O 4.0420 -10.2889 -2.8688 0.8 -0.3 1.0 -0.42
C 4.8959 -9.3186 -2.2335 -1.3 -0.1 -2.5 0.43
O 5.0900 -8.2732 -3.0038 0.5 0.0 1.1 -0.59
C 6.2333 -9.9311 -1.6723 0.9 -0.8 0.6 0.74
F 6.0206 -11.1656 -1.1663 -0.2 0.4 -0.2 -0.26
F 6.7120 -9.1955 -0.6467 -0.4 0.1 -0.5 -0.26
F 7.2274 -10.0462 -2.5653 -0.4 0.3 0.1 -0.23
H 5.3197 -12.5146 -3.4137 -0.1 0.0 -0.1 0.25
H 5.3938 -12.3371 -5.1820 -0.1 0.0 0.1 0.44
H 6.4279 -11.3613 -4.1584 0.0 -0.1 0.0 0.24
H 3.4306 -11.1880 -4.5561 -0.1 0.2 0.2 0.32
H 4.5745 -9.9061 -4.8649 0.1 0.1 0.2 0.08
H 4.3318 -9.1408 -1.2984 0.0 0.5 0.3 0.11
C -4.5730 11.7253 -1.4864 -0.3 0.0 -0.1 -1.09
C -3.7156 10.4927 -1.6978 0.3 0.6 0.1 -0.24
O -4.5283 9.3146 -1.7674 -0.5 -0.6 -0.6 -0.24
C -5.1004 9.0635 -2.9598 1.1 1.3 0.4 0.32
O -4.9713 9.7588 -3.9334 -0.4 -0.7 0.2 -0.53
C -5.8910 7.7589 -2.9070 -0.7 -2.0 0.2 0.91
F -6.6484 7.6579 -1.7955 0.3 0.5 -0.2 -0.25
F -5.0831 6.6874 -2.9177 -0.1 0.8 -0.2 -0.21
F -6.7307 7.6171 -3.9508 0.4 0.6 0.1 -0.27
H -5.2090 11.6037 -0.6063 0.2 0.0 0.0 0.30
H -3.9491 12.6116 -1.3532 0.0 -0.1 0.0 0.37
H -5.2359 11.8943 -2.3381 0.1 0.0 0.0 0.31
H -3.0458 10.3612 -0.8453 -0.2 -0.3 -0.1 0.33
H -3.0883 10.5857 -2.5883 -0.2 -0.1 0.0 0.30
Br 4.2909 7.2946 4.8320 0.1 0.1 0.3 -0.01
O 3.9089 -7.5218 -6.6619 -0.1 0.0 0.1 -0.65
H 3.3640 -6.7409 -6.8127 0.1 0.0 0.1 0.31
H 4.1359 -7.4700 -5.7245 0.0 0.0 -0.1 0.34
F -0.0775 -0.4120 6.0394 -0.1 -0.3 -0.4 -0.74
```
Positions in Å, forces in eV/Å.

***

A single C4H8N2O molecule, computed with ωB97M-V/def2-TZVPD.

Output
spin multiplicity: 1
LUMO (alpha / beta): -0.031 / -0.031 eV
total charge: 0
ΔE to the lowest compared entry with this formula, charge and spin: 124.4 kcal per mole
HOMO-LUMO gap (alpha / beta): 7.99 / 7.99 eV

Geometry as XYZ:
```
15
Properties=species:S:1:pos:R:3:forces:R:3:mulliken_charge:R:1
C -0.5770 -1.0583 0.6454 -0.2 -0.2 0.1 -1.50
C 0.0967 0.5392 -0.6730 -0.2 0.2 0.1 -0.07
C -1.0657 0.9300 -1.4975 -0.2 -0.1 -0.3 -0.31
N -0.4500 1.6957 -0.4122 0.2 -0.2 0.2 -0.36
C 0.8922 -0.5618 -0.0322 -0.4 0.4 0.1 1.31
O 1.4184 -1.4899 -0.6983 0.1 0.0 -0.1 -0.78
N 1.5958 0.0971 1.0975 0.2 -0.3 -0.1 -0.69
H -1.1600 -0.3358 1.2274 0.1 0.0 -0.1 0.33
H -1.1893 -1.5652 -0.1028 0.2 0.1 0.1 0.34
H -0.1723 -1.8198 1.3173 0.0 0.1 -0.1 0.41
H -0.9390 1.3484 -2.4916 0.0 -0.1 0.1 0.24
H -2.0047 0.4137 -1.3031 0.2 0.0 0.0 0.21
H -0.7614 2.1150 0.4555 0.1 -0.1 -0.1 0.30
H 1.8084 -0.6551 1.7526 0.0 0.1 0.0 0.29
H 2.5079 0.3468 0.7150 -0.1 0.0 0.1 0.28
```
Positions in Å, forces in eV/Å.

***

39 unconnected molecules or ions with the total composition BF4H76O38 in a non-equilibrium geometry, computed with ωB97M-V/def2-TZVPD.

Output
spin multiplicity: 1
LUMO: 1.071 eV
total charge: -1
ΔE to the lowest compared entry with this formula, charge and spin: 80.5 kcal per mole
HOMO-LUMO gap: 8.82 eV

Geometry as XYZ:
```
119
Properties=species:S:1:pos:R:3:forces:R:3:mulliken_charge:R:1
B 2.9585 -13.5798 15.6291 -0.5 0.3 -0.9 -0.18
F 3.2067 -14.8539 16.0284 0.7 -1.2 0.3 -0.19
F 1.8908 -13.6380 14.7172 0.0 0.3 -0.9 -0.34
F 2.4833 -12.8668 16.7038 -0.6 1.0 1.5 -0.54
F 4.1023 -12.9545 15.1806 0.2 0.2 -0.6 -0.29
O 2.5482 -9.9787 15.4876 -0.3 -0.1 -0.3 -0.14
H 2.9490 -10.7876 15.8060 0.2 -0.3 0.0 -0.10
H 2.9758 -9.2851 15.9901 0.4 0.4 0.4 0.10
O 1.8718 -18.4228 17.3022 1.3 0.0 1.0 -0.80
H 0.9169 -18.3927 17.3606 -0.5 -0.4 -0.1 0.51
H 2.0659 -18.1547 16.4040 0.0 0.2 -0.7 0.33
O -2.0302 -11.4138 14.9805 -0.9 -0.3 -0.1 -0.71
H -1.5572 -11.2580 14.1630 0.4 0.1 -0.1 0.35
H -1.3590 -11.3573 15.6606 0.4 0.1 0.4 0.39
O 0.0787 -11.4898 17.0057 -0.5 0.0 -0.5 -0.61
H 0.7782 -12.0664 16.6985 0.3 -0.1 -0.1 0.38
H 0.3028 -11.3056 17.9179 0.1 0.2 0.6 0.26
O 6.9683 -13.6266 18.6374 1.4 0.3 -0.1 -0.69
H 6.8862 -14.5800 18.6151 0.0 -0.4 0.2 0.37
H 6.0696 -13.3064 18.5593 -0.4 -0.1 -0.1 0.41
O 1.3182 -10.0570 10.4104 -0.8 0.1 -0.6 -0.62
H 1.9390 -10.4775 11.0053 0.5 -0.1 0.4 0.37
H 1.7817 -9.2846 10.0866 0.0 0.1 0.0 0.24
O -0.6322 -18.4330 16.8879 -0.9 -0.6 0.0 -0.69
H -0.7421 -17.4981 17.0612 -0.2 1.0 0.2 0.41
H -0.8272 -18.5289 15.9557 0.0 -0.1 -0.2 0.29
O 6.1846 -10.4391 12.4251 0.1 -0.2 -0.3 -0.63
H 6.3506 -10.2725 13.3530 0.1 0.4 0.5 0.31
H 5.8458 -9.6093 12.0891 -0.1 0.1 -0.1 0.25
O 8.4215 -13.6947 12.0782 0.5 0.2 -0.3 -0.66
H 7.6424 -13.3639 12.5252 -0.5 0.0 0.1 0.31
H 8.8688 -14.2260 12.7370 0.0 -0.2 0.1 0.30
O 4.5256 -13.4705 21.3466 0.1 0.1 0.3 -0.59
H 5.0350 -13.1426 22.0877 0.1 -0.1 0.2 0.22
H 4.5174 -12.7457 20.7215 0.0 0.1 -0.3 0.29
O 7.6276 -15.8970 15.8925 0.7 -0.2 0.7 -0.62
H 7.6985 -15.4573 15.0453 -0.4 0.1 -0.3 0.27
H 6.9499 -16.5604 15.7627 -0.3 0.0 0.0 0.28
O 4.5786 -11.4306 9.7592 0.3 0.0 -0.6 -0.64
H 4.3903 -11.7246 10.6504 -0.2 -0.1 0.3 0.26
H 4.5024 -10.4773 9.7999 -0.1 0.1 0.0 0.31
O 4.2308 -10.7704 20.0551 0.2 0.0 0.5 -0.54
H 5.1175 -10.4934 20.2859 0.4 0.2 0.0 0.28
H 3.7143 -9.9648 20.0774 -0.3 0.5 -0.1 0.20
O 0.6883 -10.8114 19.6974 -0.4 1.5 -0.7 -0.78
H -0.1229 -10.6298 20.1720 -0.3 0.1 0.0 0.27
H 1.0734 -11.5575 20.1571 0.7 -1.3 0.6 0.45
O 3.7604 -18.4883 11.7845 -0.6 -0.2 -0.4 -0.67
H 4.4193 -18.4252 12.4760 0.7 0.0 0.2 0.37
H 3.0786 -17.8693 12.0455 -0.3 0.1 -0.1 0.34
O 3.0017 -15.6396 20.9331 -0.4 -0.1 1.1 -0.73
H 2.8621 -15.7689 19.9950 -0.3 -0.2 -0.8 0.56
H 3.6603 -14.9470 20.9845 0.5 0.2 0.2 0.22
O 1.0331 -8.5045 13.6664 -0.4 0.8 -0.2 -0.79
H 0.5236 -9.2285 13.3024 0.0 -0.5 -0.3 0.36
H 1.5689 -8.9077 14.3495 0.4 -0.5 0.1 0.39
O 5.8438 -18.2996 13.5030 0.6 0.3 -0.9 -0.80
H 5.6291 -18.5102 14.4116 -0.4 -0.3 1.0 0.45
H 6.7517 -17.9980 13.5346 0.3 0.1 -0.2 0.29
O 6.2813 -15.3119 13.5871 0.2 -0.7 0.3 -0.14
H 5.8398 -16.0790 13.2227 -0.1 -0.5 0.0 0.18
H 5.8409 -14.5657 13.1803 0.2 0.2 -0.5 0.44
O 3.1020 -11.0757 12.2389 0.3 -0.2 -0.3 -0.15
H 2.4735 -11.6707 12.6477 -0.3 -0.1 0.2 0.06
H 3.4366 -10.5459 12.9625 0.1 0.3 0.4 0.15
O -0.9371 -12.6931 10.9982 -0.1 -0.2 0.0 -0.68
H -0.7412 -12.9412 10.0948 0.0 0.6 -0.7 0.28
H -1.6283 -13.2976 11.2686 -0.7 0.0 0.2 0.30
O 2.6804 -17.2016 15.0416 0.1 -0.6 0.1 -0.16
H 2.6390 -16.2763 15.2829 0.3 0.4 0.2 0.27
H 2.4720 -17.2155 14.1074 -0.3 -0.1 -0.5 0.11
O -0.3335 -8.3327 16.1932 -0.3 0.4 0.8 -0.69
H -0.0640 -8.3819 15.2761 0.2 0.1 -0.6 0.46
H 0.1130 -9.0672 16.6144 0.1 -0.5 0.0 0.26
O 7.4420 -11.6652 16.2449 0.0 0.4 -0.4 -0.67
H 8.3507 -11.9588 16.3100 0.2 -0.1 0.1 0.25
H 6.9242 -12.4290 16.4993 -0.2 -0.6 0.5 0.30
O 2.7273 -15.9475 18.3561 0.1 0.5 0.2 -0.50
H 2.3554 -16.7541 17.9994 -0.2 -1.2 -0.1 0.13
H 2.7034 -15.3288 17.6261 0.2 0.3 0.0 0.27
O 4.6014 -12.7218 18.3973 -0.3 -0.3 -0.2 0.08
H 3.8146 -12.7383 17.8525 -0.2 -0.1 -0.3 0.10
H 4.4825 -11.9626 18.9679 -0.2 0.6 0.0 0.37
O 3.5175 -8.0374 17.6364 0.4 -0.1 -0.6 -0.51
H 2.9256 -8.2223 18.3656 -0.2 -0.3 0.5 0.33
H 3.5790 -7.0825 17.6134 0.0 0.2 -0.2 0.25
O 5.8066 -9.7323 15.2712 -0.6 0.5 -0.7 -0.67
H 5.9664 -9.3216 16.1209 0.1 0.0 0.2 0.28
H 6.2895 -10.5579 15.3091 0.5 -0.5 0.6 0.38
O -0.6622 -15.5911 17.2392 -0.1 -0.4 0.1 -0.73
H -1.4757 -15.1655 16.9687 -0.3 0.3 0.0 0.28
H 0.0164 -15.1681 16.7131 0.3 0.2 -0.1 0.34
O 0.7066 -14.7634 11.3600 0.1 -0.7 0.1 -0.74
H 0.0198 -14.1517 11.0947 0.0 0.6 0.4 0.16
H 0.5460 -15.5472 10.8346 0.1 -0.2 -0.7 0.35
O 5.7214 -16.0698 19.5735 0.6 -0.2 -0.1 -0.60
H 5.4098 -16.2299 20.4643 -0.2 0.0 0.2 0.28
H 4.9235 -15.9931 19.0503 -0.5 -0.1 -0.3 0.32
O 1.2189 -17.0753 12.6812 0.1 -0.5 -0.1 -0.55
H 0.3680 -17.4206 12.9515 -0.1 -0.2 0.2 0.26
H 1.0152 -16.2451 12.2505 0.2 0.6 0.4 0.46
O 3.4232 -14.2704 11.0147 0.1 -0.2 -0.2 -0.65
H 2.4906 -14.2894 11.2291 -0.3 0.0 0.0 0.46
H 3.8173 -13.7371 11.7050 0.6 0.2 0.2 0.30
O 2.2941 -8.5937 20.1592 0.7 0.6 0.1 -0.81
H 1.7898 -9.4056 20.1077 -0.9 -0.9 -0.2 0.41
H 1.6634 -7.9056 19.9469 -0.2 0.2 0.1 0.32
O 0.2435 -11.5510 13.2555 0.2 0.4 0.0 -0.34
H -0.1042 -11.9735 12.4702 -0.1 0.0 -0.5 0.34
H 0.7265 -12.2434 13.7067 0.1 -0.4 0.6 0.17
O 1.5671 -12.8350 20.9946 -0.3 0.3 0.3 -0.70
H 0.8185 -13.3802 21.2368 -0.1 -0.3 0.0 0.29
H 2.2911 -13.4529 20.8930 0.5 -0.5 0.0 0.28
O 5.4986 -13.0310 12.7888 -0.3 -0.2 -0.2 -0.63
H 5.6506 -12.1107 12.5738 0.2 0.8 -0.5 0.22
H 5.0718 -13.0101 13.6453 -0.3 0.2 0.6 0.52
O 4.9970 -18.7864 15.9049 0.3 -0.3 0.4 -0.71
H 4.0861 -18.4931 15.8839 -0.5 0.5 -0.1 0.30
H 4.9532 -19.6816 16.2408 0.1 -0.2 0.2 0.27
```
Positions in Å, forces in eV/Å.

***

Q: The lowest total charge belongs to which entry?
A: BF4H76O38